[1]
117
Properties=species:S:1:pos:R:3:forces:R:3 method="wB97M-V/def2-TZVPD" total_charge=+1 gap_ev=6.58
C 2.77987 -1.66790 1.58813 -1.1664 -0.0647 0.4484
H 2.88569 1.80841 7.12781 0.0426 -0.0156 -0.0361
Br -2.90352 3.17097 2.98045 0.5713 -0.0655 -0.2038
O -2.75043 -2.12513 -1.36163 0.9756 0.0278 0.2276
H -1.98815 -2.68889 -10.63301 -0.0187 0.0168 0.0554
O -2.42920 0.13983 -1.82991 4.3035 1.2179 -0.5504
H 6.65229 2.66117 9.66589 -0.0402 -0.0053 0.0133
H 4.69064 3.84213 4.93723 -0.5090 0.5134 -0.2617
C 4.91506 4.23406 3.93995 0.8711 0.0010 -0.8447
C 1.44817 -2.51056 2.01509 0.5687 1.0176 0.1750
O -3.03182 -1.20291 -3.71776 0.7993 0.5872 0.0220
H -1.80839 -4.17313 -1.98426 -0.0691 0.2594 0.0428
O 5.46813 0.29930 10.09335 -0.5984 0.1448 0.3317
H -6.00201 -0.45488 -10.12643 0.0175 -0.0384 -0.0253
H -1.54287 -0.23305 -6.59604 -0.0220 0.0090 0.0305
C 2.38904 -0.18840 1.56658 1.2956 -0.7083 0.7848
H 4.08546 6.46044 2.93472 0.1814 -0.6635 0.1111
H -3.81757 -3.56655 -3.33400 0.0307 0.0121 -0.0167
O 4.55456 6.55011 5.15018 -0.5085 -0.2360 -0.0799
C -5.50138 -3.08108 -6.73545 -0.0100 0.2138 0.2302
H 2.16487 3.16939 9.09177 -0.0329 0.0264 -0.0375
O 2.35354 3.27286 4.36687 0.7851 0.0220 -0.2900
H -1.01226 3.89451 0.48771 -0.1941 0.3898 0.4601
H 1.01854 -2.93233 1.09640 0.2822 -0.3690 0.4401
O -5.68291 -2.99360 -11.44220 1.9845 -2.6009 -0.4113
O -5.91741 -2.92895 -9.11515 -0.0399 -0.4105 -0.5366
H 7.50593 -1.28076 9.01521 -0.0033 -0.0280 0.0384
H 5.60903 4.07583 9.77022 0.0127 0.0391 0.0734
H -2.27564 -0.91861 0.27318 -0.0617 0.1071 -0.1083
C -2.64515 -1.89184 -10.99282 0.1945 0.0385 -0.2334
C 6.15637 3.33978 10.35901 -0.0039 -0.2373 -0.4734
C -2.80854 -0.36078 -4.85322 0.0464 0.0813 -0.3282
C -1.69426 -3.82846 -3.01061 -0.0029 -1.1647 0.1562
H 1.27784 4.31776 0.25342 -0.1845 -0.0813 0.2961
H -2.16612 -0.93851 -10.76889 -0.1083 0.0103 0.1310
H -7.52425 -2.34022 -10.72878 0.1992 -0.0808 0.1391
O 4.02763 3.79555 2.89362 -0.3096 -1.0327 0.6886
H -0.15451 -0.95682 2.00897 0.2952 -0.1611 0.2535
H -5.51315 -0.29137 -11.80971 -0.0606 0.0026 -0.0418
C 5.68978 -1.11298 10.16427 0.2199 -0.1613 -0.2312
H -2.86960 -3.65798 -4.81364 0.0226 -0.0889 -0.0094
H 3.12649 -1.93576 0.57882 -0.1314 -0.1484 0.4150
I 2.00823 -4.00941 3.45531 -1.9793 -1.2344 -0.4113
H -4.70028 -0.50461 -0.72501 0.2140 0.1008 0.0365
C 2.94333 3.11507 3.33346 -1.1911 -0.2491 -0.0850
H 6.27259 -1.30068 11.06831 -0.0017 0.1789 0.0144
H -0.69002 -0.72990 -5.12574 0.0195 0.0255 -0.0567
C 1.10044 1.47817 0.46253 -0.2039 0.6289 -0.1851
H 1.47071 4.56396 1.99377 0.2361 -0.5199 -0.2098
H 4.88402 3.30816 12.05837 -0.3494 -0.0953 -0.1307
H -0.90634 -4.44570 -3.44748 0.1993 0.3635 -0.0727
P -4.70611 -3.33051 -10.16297 -2.1843 5.9137 4.2325
C -3.00516 -1.67262 -0.02922 -0.4091 -0.0334 0.0077
H -3.27519 -2.99035 -12.75110 0.0532 0.0118 -0.0430
H -7.17631 0.07259 -11.32397 -0.0823 -0.1622 -0.1032
C 1.50064 2.46725 1.32946 1.1212 0.2159 0.9622
P 4.03459 0.90118 9.54768 7.4766 0.3741 -1.4776
C -0.54521 3.97545 1.48178 0.0863 -0.7446 -0.3812
C -1.62583 -0.82657 -5.68474 0.0590 -0.0101 0.1269
H -0.41436 -2.34179 3.06096 0.2284 0.3329 -0.1418
C 0.36046 -1.64570 2.70057 -0.3613 -0.6270 0.1169
C 2.41269 2.07043 2.34552 0.2948 0.2394 -0.5209
C 3.55721 2.56420 7.54817 -0.2375 0.1352 0.0465
H 5.91776 3.86150 3.67077 -0.3536 0.3606 -0.0632
H -1.91854 -1.88767 -13.02554 -0.0018 -0.0148 0.0376
O -3.85060 -4.08394 -9.19024 0.2075 -2.3564 -3.0605
H 0.72411 -1.11329 3.59186 0.0314 -0.0670 -0.3704
H 6.93432 3.85691 10.92320 -0.1259 -0.0298 0.1634
H 6.06770 -1.17948 8.02479 -0.2273 -0.0527 0.0927
C 5.23986 2.59990 11.30759 0.6431 0.3788 0.7944
C 1.01771 3.90570 1.23957 -0.9541 -0.0601 0.2295
C -6.15742 -3.71458 -7.94572 0.1045 0.1379 0.2542
H 6.43786 -2.68458 8.88517 0.0194 0.0122 0.0256
H -3.71559 -0.39867 -5.45548 -0.0767 -0.0689 0.1457
H 3.43668 4.33903 8.77608 0.0066 0.0111 -0.0597
H -1.16774 1.86513 1.77219 -0.0625 0.4231 0.0782
N 1.56006 0.21394 0.59637 -0.1779 0.2490 -0.3104
S 5.00370 6.06357 3.88054 0.4311 0.9804 1.3762
O 3.62827 -0.27936 8.71741 -3.4021 0.8716 1.6603
H -0.83669 4.90463 1.98828 0.2504 -0.1261 -0.4681
C 2.84721 0.74472 2.48360 -0.5356 1.3297 -0.1955
H -0.45883 2.58182 3.21269 -0.3276 0.3530 -0.1829
O -3.87621 -1.91439 -10.26869 -0.0068 -0.6482 -0.3819
H 0.41508 1.74059 -0.34862 0.2158 -0.6204 0.1185
H 4.74992 -1.64947 10.28024 -0.0450 0.0742 -0.1386
P -1.97567 -1.15544 -2.45873 -7.8724 -4.4805 0.0427
H -2.66778 0.67338 -4.52632 -0.0746 -0.0048 0.0366
H -1.73129 -1.87644 -5.95733 -0.0327 0.0310 -0.0465
H 3.53647 0.52644 3.29679 -0.1886 -0.3849 -0.3864
C -2.96108 -4.05069 -3.80167 -0.3518 0.4432 0.0151
H -5.13192 -1.98755 0.09386 0.0411 -0.0192 0.0393
H 4.09236 3.03196 6.72186 0.1356 -0.0705 0.0526
H 2.10104 4.15592 7.62339 0.0190 -0.0314 -0.0095
C 6.46273 -1.59555 8.95209 0.2212 0.0135 -0.1017
O 4.53669 1.93809 8.36958 -0.6019 -0.0910 0.2641
H -7.23919 -3.75226 -7.79942 -0.0026 0.1143 -0.1290
H -3.18460 -5.11736 -3.86282 0.2374 -0.0357 0.0665
H -7.18960 -2.07250 -12.41629 0.2738 -0.2468 -0.0704
H -5.82503 -4.74102 -8.08962 0.1491 0.0639 -0.0254
H -2.86440 -2.53102 0.63304 0.0287 -0.0868 -0.1358
O 6.30316 6.46371 3.44412 -0.0026 -0.4512 -0.6396
C -6.74449 -2.02625 -11.42023 -0.9575 0.3834 -0.2141
H 1.25037 -0.49563 -0.06165 -0.0573 0.1814 -0.0440
H -4.47973 -2.75838 -6.94157 0.0344 -0.2437 -0.1461
H -3.56789 -1.26069 -12.84412 0.0479 0.0275 0.0112
H -6.05006 -2.18832 -6.42748 -0.0480 -0.0411 0.0131
C -6.32990 -0.59587 -11.15567 0.3766 0.0229 0.3404
H -5.48376 -3.77851 -5.89567 -0.0264 0.0240 0.0070
C -4.42451 -1.15730 0.10286 -0.2037 -0.0272 0.0335
O 4.04718 2.04486 10.72545 -3.0036 -1.2482 -0.7256
H -4.55307 -0.60861 1.03766 -0.0091 -0.0278 -0.0001
I 4.38417 -2.11025 2.93669 1.4300 1.6167 -0.9140
O -1.17317 -2.48386 -3.03309 2.3241 2.7964 0.3306
C 2.76853 3.62130 8.30134 -0.0675 -0.0406 0.0288
H 5.78285 1.83146 11.85423 -0.0844 -0.1563 -0.1978
C -2.86191 -2.01259 -12.49189 -0.0593 -0.1102 0.0214
C -1.08497 2.80768 2.33357 0.0997 -0.2776 0.1687

---

[2]
117
Properties=species:S:1:pos:R:3:forces:R:3 method="wB97M-V/def2-TZVPD" e_above_lowest_kcal_mol=125.1 total_charge=+1 s_squared=6.01 gap_ev="7.96 / 6.04" spin_multiplicity=5
H 3.32425 -9.72140 -8.32075 -0.1771 0.0012 0.3885
H 14.23089 -15.99999 -1.49157 0.7427 0.2470 -0.2861
H 11.16559 -8.04600 -4.07493 -0.0769 0.3633 -0.0376
H 12.76592 -16.24300 -2.16327 -0.6080 0.4988 -0.4261
C 7.23092 -8.24397 -11.19078 -1.2004 0.2047 -1.4554
O 16.36224 -12.17631 -3.33479 -0.8440 -2.6935 2.3652
O 6.36605 -8.11637 -10.09272 -0.4460 0.3577 1.6227
H 4.25325 -14.38266 -6.80839 -0.2949 0.3882 -0.2153
O 4.89790 -9.94117 -10.45221 1.3416 3.5888 1.5308
O 4.26077 -19.39145 -4.33877 1.0500 0.5149 2.5957
H 13.19779 -14.34806 -3.88990 0.1077 0.2313 0.0236
H 3.50977 -14.61281 -8.49421 -0.1485 0.5432 0.3202
H 6.30283 -17.39250 -1.72405 -0.0078 0.3216 -0.2022
H 4.35876 -15.87308 -7.68595 0.2373 -0.0309 -0.0277
H 3.40638 -8.22804 -6.46111 -0.1848 -0.0299 0.7589
H 16.28603 -16.62133 -10.36033 -0.3849 -0.8373 0.2141
H 4.96231 -15.23958 -1.18047 -0.1833 -0.1838 0.2566
H 3.64040 -9.87299 -5.68426 -0.1997 0.2797 0.0184
H 1.63635 -14.99663 -6.61260 0.0733 -0.0196 -0.1171
H 10.87112 -17.45253 -8.73062 -0.6738 0.3377 0.0457
H 12.88537 -8.34050 -2.04118 -0.4515 -0.4117 0.0063
O 10.89413 -11.98773 -10.20321 -1.0629 -1.0862 -0.8575
O 12.71469 -17.67345 -8.33914 5.2322 0.6889 -1.0094
H 12.06781 -6.85708 -2.23726 0.7450 0.7262 -0.0719
O 2.02290 -16.68144 -7.79029 -1.3462 -0.3414 -1.9002
H 6.72461 -13.17211 -10.65630 0.3303 0.7240 0.1167
H 11.69952 -14.74941 -11.79664 -0.0873 -0.1842 -0.1207
C 9.25229 -12.71981 -3.36654 0.6069 0.3825 1.8028
C 4.72595 -19.90512 -5.57099 0.5325 -0.0892 -1.0919
H 8.43372 -13.27164 -5.08553 0.2463 -0.6434 -1.0350
O 0.55158 -15.26782 -8.90295 1.2589 -1.5722 0.5046
C 12.36211 -6.35383 -8.48911 0.4826 -0.7133 -0.4646
H 8.27305 -12.84853 -2.90542 -0.3626 0.2216 -0.3792
H 13.16968 -14.69409 -1.31223 -0.4117 0.1878 -0.4440
O 13.33849 -15.42484 -8.24576 0.4533 -2.8945 -1.0870
C 11.47483 -17.54588 -7.82789 -3.8839 0.2917 -0.1699
O 15.04570 -13.94475 -2.98497 0.7980 1.9602 -1.6400
O 14.60746 -12.43061 -4.72675 0.1415 -0.8757 0.6560
C 13.56402 -16.61956 -8.54772 -0.6062 1.0523 1.3510
C 5.22590 -17.37590 -1.55662 1.1610 1.1001 0.4051
H 4.64806 -20.98208 -5.71994 -0.1642 -0.2487 1.0910
H 5.77931 -19.65826 -5.70367 -0.2220 0.3268 -0.2684
H 17.05757 -11.18303 -4.84619 -0.0941 1.0315 -0.3903
H 9.73849 -13.64188 -3.04794 0.4574 -0.0220 -0.6057
C 0.47587 -17.20215 -10.94443 -2.2099 -1.3105 -1.0378
H 3.48231 -16.15601 -1.70303 -0.0041 0.1571 0.5044
C 7.69468 -13.41218 -11.09153 0.0519 -1.2924 -0.1318
C 2.44940 -15.67551 -6.86984 0.8255 0.3667 -0.5181
H 6.99626 -15.48989 -11.26248 -0.1950 0.2250 0.1247
H 11.36036 -6.71586 -8.72047 0.1768 -0.1091 -0.2014
C 1.21023 -16.30142 -8.83760 -0.8349 2.1047 0.1355
H -0.52325 -16.77571 -10.85497 0.2534 0.6297 0.3092
O 14.72298 -17.11891 -9.03106 -2.1121 -0.7732 -0.0561
C 5.34684 -8.96247 -9.79959 0.8174 -3.5001 -0.7902
H 12.61169 -8.99724 -4.18426 0.1113 -0.0477 -0.4857
H 9.88906 -18.91293 -7.28427 0.1046 0.0192 0.3454
H 11.32398 -16.62544 -7.26386 0.2156 -0.1211 0.3219
O 12.53948 -6.29309 -7.09206 0.3420 -0.9596 3.1173
C 4.25123 -9.63639 -7.75367 0.4063 0.2598 0.2335
Cr 13.07534 -12.01565 -7.70126 -0.4198 -0.1314 0.2549
H 8.72934 -15.38021 -11.25196 0.1212 0.1672 0.2602
C 4.06820 -9.07807 -6.29517 -0.0634 -0.0245 -2.1742
C 13.48574 -15.43251 -2.04910 0.3777 -0.9241 0.7961
H 0.94530 -16.86706 -11.86934 0.4193 0.2643 0.4178
H 11.61634 -13.91664 -13.36315 -0.3928 0.1890 0.1407
C 10.96937 -18.85268 -7.15247 1.1148 1.3383 -0.5620
H 13.16306 -6.95725 -8.91629 -0.3295 -0.4435 -0.1724
H 4.06720 -19.54404 -6.36078 0.2953 0.6236 0.0114
C 5.16047 -18.68595 -3.54919 2.4695 2.6618 -2.3142
H 4.65977 -15.67868 -2.83529 0.4067 -0.2198 -0.1848
O 12.48359 -8.59021 -6.71949 0.1197 2.1763 0.7156
H 11.29064 -18.83708 -6.11101 -0.2336 -0.5263 -0.0385
O 10.25107 -12.54403 -5.72692 -1.5284 0.0805 1.8699
C 13.99694 -14.86279 -3.35649 -0.7556 0.0474 0.5568
O 1.23213 -17.21349 -9.80212 2.3800 -0.0309 2.5071
H 7.79304 -14.98628 -9.74027 0.1609 -0.6367 -0.0166
C 7.82860 -14.93583 -10.82852 0.2176 1.0156 -0.1310
O 8.71436 -12.64744 -10.36672 1.7379 0.1247 -1.0941
H 12.31490 -13.13871 -11.91922 -0.3205 0.3833 -0.0939
H 16.34628 -16.01204 -8.70840 0.1034 0.5246 -0.2237
H 11.43879 -19.64162 -7.74011 -0.0856 -0.3087 0.3958
C 3.70538 -15.02017 -7.50230 -0.3207 -1.1765 0.3839
C 16.92116 -10.97438 -3.78509 -0.3000 -0.1772 -1.9047
C 12.58479 -7.43408 -6.28515 -0.3305 -0.7781 -2.4680
H 8.69266 -10.31354 -4.87740 -0.3723 0.0525 -0.2278
H 2.76635 -16.26608 -6.01026 -0.1922 0.2434 0.1635
C 4.56017 -16.03371 -1.80955 -0.1288 0.0180 -0.6532
H 4.98990 -8.70982 -5.84466 0.0923 -0.2179 -0.2167
H 4.70314 -10.62813 -7.73588 0.2445 0.0432 -0.1658
H 17.93303 -10.83430 -3.40484 -0.3567 -0.3117 0.5922
H 7.66122 -13.15905 -12.15120 0.3087 0.1304 0.1176
H 15.19309 -15.35459 -9.96458 0.0812 0.2379 0.4006
H 6.48341 -8.26942 -11.98367 0.9451 -0.8832 -1.0159
O 10.20904 -13.36857 -11.92861 -0.4330 0.9457 0.8083
C 8.24032 -11.25100 -5.20091 -0.5193 -0.4505 -0.2041
C 15.67959 -16.23361 -9.54179 0.6528 1.3126 0.1075
C 9.11720 -12.46287 -4.82699 -0.1391 -0.3251 -2.0258
O 6.25855 -18.19381 -3.97140 -3.7288 -2.3406 1.4330
H 7.97394 -9.03667 -11.10335 -0.5648 -0.4492 -0.0591
O 12.76260 -7.11218 -5.00144 -0.0986 1.4805 -2.4959
H 16.27751 -10.12255 -3.56555 0.0869 -0.0210 -0.1764
H 13.84786 -7.23485 -2.77352 -0.3356 0.9401 -0.3254
C 12.79222 -7.50332 -2.73294 -0.3382 -0.8767 1.4954
H 0.26790 -18.27058 -11.00203 -0.0684 -0.0774 -0.9025
H 9.69369 -11.90452 -2.79333 0.2895 0.1390 -0.1258
C 12.25288 -7.97835 -4.03856 0.3443 -1.7884 0.7766
H 14.34653 -15.66427 -4.00730 0.4643 0.1688 0.0010
H 7.80265 -7.33582 -11.38181 -0.2806 0.3028 0.7251
C 15.26386 -12.83001 -3.77677 0.4778 0.7047 -0.0951
O 5.10755 -8.72304 -8.51230 -0.6913 0.0014 0.6093
H 5.10141 -17.62407 -0.50257 -0.3625 -0.4646 -0.1625
H 12.52994 -5.36595 -8.91808 -0.2987 0.1533 0.5242
C 10.03487 -12.61144 -10.81234 -0.9854 -0.3507 0.7184
H 7.21995 -11.41326 -4.85363 0.1932 0.2491 1.4223
O 4.63615 -18.36138 -2.35832 -1.1219 -2.1338 -1.4525
H 7.88282 -11.28186 -6.23015 1.3323 0.3383 -0.6348
C 11.52175 -13.79105 -12.28455 0.8349 -0.3328 0.4702